1.
ORCA calculation (ωB97M-V with the def2-TZVPD basis set) on a structure of composition C25H48F3N5O5S3SiTi at a distorted geometry.

For the highest occupied orbital energy (alpha / beta), the calculation gives -5.61 / -7.31 eV. As for the charge: 0. As for the gap between HOMO and LUMO (alpha / beta): 5.79 / 7.49 eV. As for the largest force on an atom: 1.35 eV/A. Its spin multiplicity is 3.

Geometry as XYZ:
```
91
Properties=species:S:1:pos:R:3:nbo_charge:R:1
Ti 1.18388 0.14771 1.21730 1.04
F 6.08289 0.78397 -1.12020 -0.32
C 5.51863 -0.35434 -1.55946 0.99
F 6.53244 -1.13869 -1.99039 -0.33
F 4.79224 -0.04518 -2.64760 -0.32
C 4.70741 -1.04369 -0.50248 -0.24
C 5.09711 -2.28214 -0.02525 -0.11
C 4.34165 -2.91745 0.95924 -0.31
C 3.18954 -2.29819 1.38802 0.09
N 2.79090 -1.11292 0.91729 -0.62
C 3.55064 -0.43268 0.02135 0.10
S 2.94566 1.14004 -0.32695 -0.25
H 5.98972 -2.74900 -0.41632 0.23
H 4.63397 -3.87372 1.36469 0.22
H 2.52784 -2.74908 2.12054 0.22
C 2.99260 2.51504 4.85065 -0.25
O 1.58177 2.51799 4.58351 -0.49
C 1.21867 1.85198 3.49156 0.91
O 2.00537 1.21175 2.79966 -0.68
N -0.09459 2.00013 3.21328 -0.45
N -0.61784 1.33018 2.10077 -0.69
H 3.11463 3.14877 5.72300 0.20
H 3.53186 2.91822 3.99503 0.21
H 3.33372 1.50164 5.05660 0.20
H -0.70314 2.35644 3.93386 0.40
H -1.13894 1.99029 1.52976 0.39
H -1.16156 0.51800 2.40205 0.41
C -0.42915 0.78579 -1.90241 -0.63
C -0.32010 -0.71499 -1.65189 0.30
C 0.94150 -1.29083 -2.28079 -0.64
C -1.55808 -1.41924 -2.19291 -0.63
O -0.24873 -0.85413 -0.19994 -1.00
Si -0.65399 -2.21948 0.72246 2.21
S -0.12595 -1.68546 2.63950 -0.91
O -2.23427 -2.60657 0.51381 -0.98
C -3.45824 -2.18813 1.11174 0.28
C -4.55582 -2.64017 0.14986 -0.61
C -3.61714 -2.88426 2.46001 -0.64
C -3.50337 -0.66484 1.28055 -0.64
O 0.16420 -3.42296 -0.01541 -0.97
C 0.06700 -4.84646 0.12462 0.28
C -0.26339 -5.23010 1.56240 -0.64
C 1.43322 -5.39227 -0.27282 -0.61
C -1.01275 -5.34681 -0.83094 -0.63
H -0.56562 0.97576 -2.96798 0.21
H 0.47392 1.29908 -1.56613 0.24
H -1.28856 1.19622 -1.36748 0.20
H 0.86180 -1.23308 -3.36757 0.21
H 1.06873 -2.33275 -1.99097 0.23
H 1.81517 -0.71793 -1.97568 0.23
H -1.59532 -1.27645 -3.27386 0.21
H -2.46747 -1.00521 -1.75809 0.21
H -1.53469 -2.48769 -1.98933 0.23
H -4.42606 -3.69643 -0.08542 0.22
H -4.51077 -2.07356 -0.78057 0.21
H -5.54013 -2.49865 0.59760 0.20
H -3.70529 -3.96208 2.32072 0.21
H -4.51709 -2.52827 2.96417 0.20
H -2.75358 -2.67776 3.09171 0.24
H -2.91156 -0.18341 0.50014 0.22
H -3.11250 -0.37116 2.25468 0.21
H -4.52808 -0.30006 1.20390 0.21
H 0.43450 -4.75780 2.25275 0.23
H -0.20193 -6.31224 1.68378 0.21
H -1.27153 -4.91087 1.82863 0.22
H 2.20647 -4.96890 0.36780 0.21
H 1.66096 -5.12263 -1.30419 0.21
H 1.45416 -6.47867 -0.18261 0.20
H -1.95998 -4.85600 -0.61207 0.23
H -1.14267 -6.42527 -0.72930 0.21
H -0.73407 -5.12843 -1.86232 0.21
C -3.51515 5.57087 -0.73201 -0.61
C -2.17986 6.05558 -1.27746 -0.22
N -1.09255 5.70036 -0.37452 -0.61
C -0.08914 4.83739 -0.65479 0.31
S 0.61152 3.88523 0.52379 -0.26
N 0.33367 4.75460 -1.94363 -0.62
C 0.50738 5.90229 -2.83063 -0.22
C 0.11876 5.56804 -4.26046 -0.61
H -4.32933 5.88244 -1.38531 0.22
H -3.70649 5.98717 0.25801 0.20
H -3.52880 4.48343 -0.65593 0.21
H -2.20357 7.13876 -1.42990 0.19
H -1.98206 5.58953 -2.24155 0.21
H -1.31102 5.72720 0.60955 0.41
H 1.04324 4.04082 -2.04035 0.42
H 1.55468 6.21967 -2.78952 0.20
H -0.08396 6.73226 -2.44802 0.20
H 0.65827 4.68804 -4.60941 0.21
H 0.36182 6.39614 -4.92482 0.22
H -0.94822 5.36022 -4.34269 0.20
```

=====

2.
ORCA calculation (ωB97M-V with the def2-TZVPD basis set) on a structure of composition C20H17N5O2PPtSe3Te.

For the highest occupied orbital energy, the calculation gives -3.92 eV. As for the charge: -1. As for the gap between HOMO and LUMO: 6.16 eV. As for the largest force on an atom: 0.69 eV/A. Its spin multiplicity is 1.

Geometry as XYZ:
```
50
Properties=species:S:1:pos:R:3:nbo_charge:R:1
Pt -0.54930 -2.25209 1.14602 0.07
Se -1.70148 -4.38099 0.32351 -0.44
Se -1.51492 -3.94923 2.63550 -0.31
Te 0.58201 -1.85648 3.38150 0.87
Se 2.58603 -3.16936 3.32834 -0.65
O 0.31656 1.46484 3.74936 -0.63
C 0.63852 1.02604 2.65996 0.78
O 1.34034 -0.06393 2.47767 -0.79
C 0.21485 1.73567 1.39315 -0.15
C -0.00291 3.10333 1.54578 -0.16
C -0.40654 3.90434 0.49304 -0.22
C -0.61297 3.32116 -0.74731 -0.23
C -0.42211 1.95621 -0.90325 -0.18
C -0.00854 1.12585 0.14805 -0.34
P 0.22503 -0.68593 -0.25586 0.99
C 2.01808 -0.72389 -0.55789 -0.28
C 2.68586 0.28782 -1.24172 -0.22
C 4.05133 0.19433 -1.45506 -0.23
C 4.75328 -0.90949 -0.98124 -0.21
C 4.08638 -1.91719 -0.30302 -0.19
C 2.71521 -1.83343 -0.10036 -0.20
C -0.48698 -0.84627 -1.94740 -0.26
C -1.83860 -0.60545 -2.18032 -0.21
C -2.41426 -0.89363 -3.40466 -0.21
C -1.64455 -1.44770 -4.41927 -0.22
C -0.30167 -1.70447 -4.19702 -0.20
C 0.27573 -1.40454 -2.96992 -0.23
H 0.14009 3.52092 2.53254 0.24
H -0.56134 4.96507 0.64181 0.21
H -0.92251 3.91919 -1.59554 0.21
H -0.59032 1.53033 -1.88113 0.21
H 2.14501 1.15933 -1.59440 0.21
H 4.57199 0.98482 -1.98153 0.21
H 5.82341 -0.97268 -1.13690 0.21
H 4.62521 -2.77010 0.08972 0.22
H 2.19718 -2.61632 0.43638 0.26
H -2.44765 -0.18531 -1.39060 0.20
H -3.46756 -0.69992 -3.56224 0.21
H -2.09477 -1.68317 -5.37530 0.21
H 0.30313 -2.14674 -4.97879 0.21
H 1.32347 -1.61727 -2.80304 0.23
N -3.40451 1.04687 1.10816 -0.61
N -3.05970 0.80012 2.43511 0.16
N -2.76019 1.75473 3.27937 -0.28
C -2.50534 1.02971 4.37248 0.12
N -2.66162 -0.28320 4.17122 -0.29
N -3.01841 -0.40416 2.90580 -0.06
H -2.64648 1.61081 0.72747 0.38
H -3.39478 0.12411 0.68047 0.39
H -2.17866 1.45735 5.30134 0.21
```

=====

3.
ORCA calculation (ωB97M-V with the def2-TZVPD basis set) on the molecule C5H7NO at a distorted geometry.

The SMILES is CC[C@@]1(C#N)CO1. For the highest occupied orbital energy, the calculation gives -11.08 eV. As for the charge: 0. As for the gap between HOMO and LUMO: 11.86 eV. As for the largest force on an atom: 1.66 eV/A. Its spin multiplicity is 1.

Geometry as XYZ:
```
14
Properties=species:S:1:pos:R:3:nbo_charge:R:1
C 1.69446 -0.54426 0.15117 -0.60
C 0.60926 -0.15650 -0.87761 -0.41
C -0.68835 0.24047 -0.19167 0.09
C -1.87080 -0.18598 -0.87977 0.25
N -2.89678 -0.48056 -1.30635 -0.29
C -1.06113 0.61123 1.18911 -0.07
O -0.81399 1.64362 0.27289 -0.46
H 1.90101 0.31122 0.82281 0.21
H 2.58715 -0.77226 -0.43378 0.22
H 1.37671 -1.44707 0.69393 0.21
H 0.98657 0.70317 -1.44867 0.23
H 0.55770 -1.00730 -1.58125 0.23
H -2.07443 0.55494 1.59997 0.20
H -0.35052 0.53876 1.99622 0.19
```

=====

4.
ORCA calculation (ωB97M-V with the def2-TZVPD basis set) on a structure of composition C42H49IrN4O8P2Te at a distorted geometry.

For the highest occupied orbital energy (alpha / beta), the calculation gives -4.09 / -4.71 eV. As for the charge: -1. As for the gap between HOMO and LUMO (alpha / beta): 6.32 / 6.69 eV. As for the largest force on an atom: 2.39 eV/A. Its spin multiplicity is 2.

Geometry as XYZ:
```
107
Properties=species:S:1:pos:R:3:lowdin_spin:R:1
Ir -0.84261 -0.05908 1.70883 0.02
O -4.90673 -0.45998 0.20210 0.00
P -4.11290 -0.60290 1.57449 0.00
O -4.80198 -1.47073 2.52911 0.00
O -2.64449 -0.87844 1.17974 0.00
O -4.05117 0.93714 2.12957 0.00
P -3.21383 2.05001 1.31694 0.00
O -3.53620 3.39944 2.11246 0.00
O -3.73061 2.12623 -0.07260 0.01
O -1.73332 1.80370 1.60140 0.00
H -4.60946 0.36367 -0.24303 0.00
H -4.37648 3.74917 1.79525 0.00
C 2.58274 -2.70461 3.95385 0.00
C 3.75133 -1.87504 4.41722 0.00
C 4.59837 -2.36926 5.40813 0.00
C 5.73515 -1.69006 5.81454 0.00
C 6.05579 -0.47656 5.22231 0.00
C 5.21474 0.05596 4.26127 0.00
C 4.06392 -0.62363 3.86681 0.00
N 3.25308 -0.04503 2.86630 0.00
C 1.88276 0.12389 2.95649 0.00
N 1.40710 0.05663 4.19850 0.00
C 0.06945 0.01809 4.63570 0.00
C -1.00454 -0.01620 3.74406 0.01
C -2.25788 -0.06603 4.38372 0.00
C -2.42633 -0.06134 5.75568 0.00
C -1.32234 -0.01322 6.58980 0.00
C -0.05955 0.01683 6.03807 0.00
C 1.15837 0.04950 6.92866 0.00
N 1.16196 0.41209 1.90902 0.00
C 1.96892 0.62276 0.73216 0.00
C 2.55643 -0.42274 0.03040 0.00
C 3.37769 -0.15557 -1.05008 0.00
C 3.62698 1.16075 -1.42023 0.00
C 3.06585 2.19749 -0.69592 0.00
C 2.23338 1.94730 0.39364 0.00
C 1.66088 3.06641 1.22168 0.00
H 2.87252 -3.75552 3.92154 0.00
H 2.22540 -2.42091 2.96471 0.00
H 1.72795 -2.61918 4.62906 0.00
H 4.36304 -3.33168 5.84849 0.00
H 6.37518 -2.11286 6.57815 0.00
H 6.94648 0.06251 5.51803 0.00
H 5.43348 1.01562 3.80828 0.00
H 3.70273 0.38457 2.07471 0.00
H 2.10687 -0.07131 4.90831 0.00
H -3.14900 -0.14161 3.79771 0.00
H -3.42591 -0.10218 6.17100 0.00
H -1.43541 -0.00415 7.66863 0.00
H 0.85573 0.02709 7.97469 0.00
H 1.75843 0.95354 6.77994 0.00
H 1.81920 -0.81151 6.77087 0.00
H 2.36348 -1.43671 0.35028 0.00
H 3.81601 -0.97353 -1.60857 0.00
H 4.25740 1.37658 -2.27390 0.00
H 3.26975 3.22487 -0.97546 0.00
H 1.86595 4.03195 0.75847 0.00
H 2.09673 3.07069 2.22513 0.00
H 0.58340 2.95585 1.35314 0.00
C -0.59636 -3.38659 -0.36188 0.00
C -0.35103 -2.11998 0.40552 0.03
O -0.17007 -2.04289 1.68915 0.04
N -0.29139 -1.00126 -0.25955 0.32
Te -1.84932 -0.16665 -1.64823 0.33
C -2.94048 -0.45322 -3.59955 0.10
C -3.12694 0.55581 -4.54912 0.02
C -2.94479 2.01336 -4.21763 0.01
C -3.56814 0.22941 -5.83266 0.00
C -3.86919 -1.07314 -6.19330 0.00
C -4.33266 -1.41659 -7.58442 0.00
C -3.76379 -2.05494 -5.21603 0.00
C -3.31289 -1.76469 -3.93241 0.01
C -3.24273 -2.90322 -2.94341 0.02
C -0.27225 0.64444 -2.82038 0.01
C 0.08807 1.98109 -2.62292 0.00
C -0.47904 2.82194 -1.50920 0.01
C 1.00014 2.57008 -3.49801 0.00
C 1.59474 1.85941 -4.52579 0.00
C 2.60957 2.50284 -5.43252 0.00
C 1.26694 0.51739 -4.66627 0.00
C 0.34156 -0.10271 -3.83385 0.00
C 0.00880 -1.54463 -4.09953 0.01
H -0.40123 -4.27217 0.24606 0.00
H 0.02213 -3.40152 -1.25708 0.00
H -1.64629 -3.39699 -0.65795 0.00
H -3.11046 2.18780 -3.15479 0.01
H -3.66724 2.61496 -4.77251 0.00
H -1.94398 2.36686 -4.47425 0.00
H -3.69898 1.02612 -6.56000 0.00
H -4.43822 -0.52001 -8.19565 0.00
H -5.29747 -1.92754 -7.56554 0.00
H -3.62322 -2.08077 -8.08328 0.00
H -4.04526 -3.07690 -5.45603 0.00
H -3.95477 -3.68310 -3.21770 0.00
H -3.47829 -2.58316 -1.92820 0.01
H -2.24611 -3.35356 -2.92890 0.00
H -0.52938 2.28161 -0.56382 0.00
H -1.49748 3.14665 -1.72876 0.00
H 0.13151 3.71429 -1.36338 0.00
H 1.26059 3.61459 -3.35284 0.00
H 2.62508 3.58490 -5.29988 0.00
H 2.39585 2.29157 -6.48176 0.00
H 3.61532 2.12742 -5.22404 0.00
H 1.74141 -0.06886 -5.44859 0.00
H 0.88707 -2.07403 -4.47397 0.00
H -0.78522 -1.62351 -4.84666 0.00
H -0.33793 -2.04866 -3.19776 0.00
```